# C2H6N2S

C2H6N2S in the gas phase in a non-equilibrium geometry (ωB97M-V/def2-TZVPD, OMol25).

```
! wB97M-V def2-TZVPD RIJCOSX def2/J DEFGRID3
* xyz 0 1
S -1.32 -1.60 -0.19
N -0.28 -0.16 -0.13
N 1.76 -1.31 0.02
C -0.98 1.15 -0.03
C 1.09 -0.24 -0.23
H -1.60 1.16 0.93
H -0.17 1.98 0.00
H 1.60 0.74 -0.40
H -1.68 1.18 -0.86
H 2.70 -1.00 -0.12
H -1.10 -1.91 1.00
*
```

Its SMILES is [H]/N=C/N(C)S. The calculation puts the electronic energy at -15985.24796 eV. The value obtained for the energy above the lowest of the compared OMol25 structures with the same formula, charge and spin is 1.551 eV.